DFT (wB97M-V/def2-TZVPD) results for a single C24H33NO3S molecule.

Output
- HOMO: -8.7 eV
- Relative energy (zero: lowest compared OMol25 entry of this formula, charge and spin): 0.240 eV
- LUMO: 0.65 eV
- E_tot: -1612.98864 Eh
- SMILES: CC[C@@]1(C)C[C@](CCNS(=O)(=O)c2ccc(C)cc2)(c2ccc(C)cc2)CCO1

CARTESIAN COORDINATES (ANGSTROEM)
C: -0.237 2.542 -3.526
C: -0.920 1.194 -3.345
H: -1.320 0.854 -4.303
H: -1.763 1.300 -2.660
C: -0.031 0.058 -2.796
C: 1.126 -0.228 -3.762
H: 0.731 -0.367 -4.765
H: 1.834 0.596 -3.769
H: 1.662 -1.128 -3.477
C: 0.451 0.432 -1.379
H: 1.207 1.211 -1.457
H: -0.418 0.847 -0.867
C: 0.960 -0.752 -0.537
C: 2.293 -1.305 -1.036
C: 2.575 -2.665 -1.085
C: 3.813 -3.131 -1.493
C: 4.828 -2.257 -1.852
C: 4.565 -0.897 -1.772
C: 3.329 -0.433 -1.365
H: 3.179 0.634 -1.309
H: 5.341 -0.188 -2.027
C: 6.157 -2.765 -2.320
H: 6.942 -2.038 -2.124
H: 6.411 -3.702 -1.828
H: 6.128 -2.948 -3.395
H: 3.991 -4.197 -1.527
H: 1.830 -3.394 -0.806
C: -0.171 -1.789 -0.573
H: 0.069 -2.682 0.005
C: -0.494 -2.162 -2.020
O: -0.929 -1.051 -2.760
H: -1.331 -2.864 -2.050
H: 0.374 -2.635 -2.502
H: -1.073 -1.343 -0.152
C: 1.276 -0.313 0.919
H: 1.525 -1.215 1.488
H: 2.175 0.307 0.891
C: 0.234 0.480 1.714
N: -0.952 -0.248 2.099
S: -2.439 0.144 1.457
O: -3.141 -1.083 1.215
O: -2.267 1.089 0.390
C: -3.182 0.979 2.845
C: -3.867 0.242 3.791
C: -4.403 0.885 4.892
C: -4.254 2.260 5.053
C: -3.562 2.981 4.085
C: -3.024 2.343 2.981
H: -2.496 2.886 2.215
H: -3.446 4.048 4.199
C: -4.856 2.955 6.235
H: -4.300 3.856 6.482
H: -5.883 3.244 6.009
H: -4.877 2.300 7.103
H: -4.944 0.318 5.636
H: -3.980 -0.820 3.641
H: -0.831 -1.237 2.236
H: 0.722 0.841 2.631
H: -0.112 1.348 1.153
H: 0.600 2.474 -4.217
H: 0.122 2.931 -2.577
H: -0.951 3.256 -3.932

Cartesian forces (eV/Å) of the 3 atoms listed first:
C -0.11 -0.22 0.01
C 0.21 -0.17 0.12
H -0.04 -0.06 -0.01

Atom charges from the Mulliken analysis, given in e for atoms 1 to 2: -1.236, -1.069